{"formula": "C36H52N3OP2SSn", "method": "ωB97M-V/def2-TZVPD", "elements": ["C", "C", "C", "C", "C", "H", "H", "H", "N", "P", "P", "C", "H", "H", "C", "H", "C", "C", "C", "C", "C", "H", "H", "H", "C", "H", "H", "H", "C", "H", "H", "H", "C", "H", "H", "H", "C", "H", "H", "H", "C", "H", "H", "H", "C", "H", "H", "H", "C", "H", "H", "H", "C", "H", "H", "H", "C", "H", "H", "H", "C", "H", "H", "H", "C", "H", "H", "H", "Sn", "C", "O", "N", "C", "C", "C", "C", "C", "H", "C", "H", "C", "H", "H", "H", "S", "C", "N", "C", "C", "C", "C", "H", "H", "H", "H", "H"], "coordinates": [[-0.596, 0.117, -3.195], [-0.059, 2.114, -2.084], [-0.689, 0.769, -4.421], [0.024, 2.787, -3.339], [-0.276, 2.104, -4.503], [-1.018, 0.206, -5.292], [0.269, 3.851, -3.320], [-0.203, 2.609, -5.464], [-0.136, 0.743, -2.106], [0.102, -2.157, -1.783], [-0.390, 2.422, 0.808], [-0.988, -1.344, -3.025], [-2.033, -1.427, -2.685], [-0.928, -1.863, -3.991], [-0.107, 2.845, -0.870], [0.113, 3.918, -1.022], [-2.007, 3.505, 1.156], [1.110, 2.991, 1.956], [-0.825, -3.702, -1.228], [1.703, -2.405, -2.791], [-2.797, 2.721, 2.214], [-2.268, 2.662, 3.175], [-3.761, 3.220, 2.396], [-3.011, 1.697, 1.880], [-1.663, 4.923, 1.618], [-1.140, 4.970, 2.578], [-1.072, 5.456, 0.861], [-2.602, 5.490, 1.733], [-2.837, 3.669, -0.119], [-3.816, 4.097, 0.146], [-2.352, 4.336, -0.841], [-3.029, 2.717, -0.614], [0.604, 2.921, 3.403], [0.226, 1.916, 3.636], [1.438, 3.135, 4.090], [-0.192, 3.644, 3.620], [2.294, 2.017, 1.815], [2.019, 0.998, 2.124], [2.690, 1.988, 0.792], [3.106, 2.351, 2.483], [1.591, 4.385, 1.555], [0.831, 5.163, 1.675], [2.441, 4.659, 2.200], [1.939, 4.401, 0.515], [2.620, -3.356, -2.003], [3.541, -3.509, -2.589], [2.916, -2.926, -1.033], [2.162, -4.344, -1.849], [2.411, -1.043, -2.951], [1.801, -0.334, -3.524], [2.676, -0.590, -1.984], [3.345, -1.203, -3.513], [1.422, -2.958, -4.196], [2.391, -3.167, -4.674], [0.854, -3.897, -4.191], [0.901, -2.233, -4.836], [-2.275, -3.334, -0.862], [-2.878, -3.081, -1.744], [-2.744, -4.208, -0.386], [-2.317, -2.496, -0.152], [-0.141, -4.272, 0.029], [-0.222, -3.576, 0.877], [-0.657, -5.204, 0.303], [0.917, -4.513, -0.133], [-0.816, -4.714, -2.380], [-1.274, -4.305, -3.292], [0.192, -5.080, -2.616], [-1.413, -5.586, -2.079], [0.438, -0.243, 0.023], [3.819, -1.027, 0.175], [4.516, -0.560, 0.957], [-1.741, 0.049, 0.013], [-2.709, 0.537, -0.493], [-4.120, 0.414, -0.735], [-4.835, -0.520, 0.037], [-4.800, 1.211, -1.673], [-6.215, -0.649, -0.112], [-4.288, -1.103, 0.782], [-6.189, 1.094, -1.780], [-4.241, 1.929, -2.278], [-6.904, 0.167, -1.013], [-6.741, -1.380, 0.499], [-6.723, 1.743, -2.471], [-7.987, 0.070, -1.114], [-0.267, -1.180, 2.482], [1.247, -1.309, 3.286], [2.207, -2.147, 2.759], [3.497, -2.177, 3.206], [3.838, -1.451, 4.328], [2.878, -0.620, 4.926], [1.577, -0.588, 4.436], [1.937, -2.748, 1.981], [4.186, -2.801, 2.646], [4.844, -1.535, 4.730], [3.148, -0.006, 5.783], [0.780, -0.021, 4.912]], "forces_ev_per_angstrom": [[-0.04, 0.22, -0.99], [-0.05, 0.52, 1.65], [-0.21, -1.40, 0.36], [-0.11, -0.06, -1.04], [0.42, 1.06, 0.94], [0.05, 0.19, 0.12], [-0.06, -0.38, -0.18], [-0.12, -0.09, 0.16], [-0.25, -0.12, 0.92], [-0.56, 0.00, -0.54], [0.27, 0.00, 0.26], [-0.01, 0.03, -0.28], [0.34, 0.16, -0.02], [-0.11, 0.13, 0.27], [1.28, 0.82, -1.27], [-0.27, -0.45, -0.10], [0.99, -0.29, 0.44], [-0.96, 0.20, -0.71], [0.53, 0.00, -0.60], [-0.25, -0.26, 0.33], [-0.25, 0.28, 0.08], [-0.07, -0.02, -0.27], [0.14, -0.09, 0.03], [0.08, 0.20, 0.10], [-0.32, 0.26, 0.15], [-0.13, -0.03, -0.26], [-0.12, -0.17, 0.18], [0.17, -0.11, 0.02], [0.00, -0.11, -0.03], [0.22, -0.05, 0.02], [-0.08, -0.21, 0.15], [0.11, 0.26, -0.01], [0.11, 0.08, 0.08], [0.04, 0.19, -0.10], [-0.15, -0.02, -0.11], [0.23, -0.21, -0.06], [-0.18, -0.03, 0.01], [0.07, 0.27, -0.11], [-0.13, 0.00, 0.17], [-0.21, -0.02, -0.18], [0.29, 0.19, 0.31], [0.20, -0.24, 0.00], [-0.09, 0.03, -0.16], [-0.07, -0.05, 0.18], [0.14, -0.17, -0.14], [-0.20, 0.03, 0.20], [-0.23, -0.23, -0.38], [0.17, 0.27, -0.06], [-0.05, 0.12, 0.04], [0.20, -0.15, 0.16], [-0.16, -0.13, -0.35], [-0.22, -0.04, 0.17], [0.13, -0.21, -0.14], [-0.22, 0.07, 0.09], [0.17, 0.30, -0.02], [0.17, -0.16, 0.22], [0.04, 0.03, -0.08], [0.16, -0.05, 0.21], [0.15, 0.22, -0.10], [0.02, -0.18, -0.12], [-0.03, -0.12, -0.02], [-0.03, -0.15, -0.23], [0.16, 0.20, 0.00], [-0.24, 0.04, -0.01], [-0.31, -0.48, 0.20], [0.15, -0.07, 0.24], [-0.27, 0.13, 0.10], [0.09, 0.08, -0.12], [1.40, 1.30, -0.36], [1.74, 1.12, 1.84], [-1.45, -0.88, -1.74], [-4.30, 2.05, -2.47], [2.78, -3.95, 2.77], [-0.98, 0.76, -0.75], [0.20, 0.03, 0.22], [-0.17, -0.10, 0.30], [0.26, 0.13, -0.06], [-0.26, 0.11, -0.27], [0.08, -0.04, -0.11], [-0.29, -0.24, 0.19], [0.50, -0.02, 0.02], [0.06, 0.18, -0.14], [0.13, -0.17, 0.09], [0.35, 0.12, 0.00], [-0.10, -0.46, 0.97], [-0.49, -0.79, -1.01], [0.38, 0.69, 0.29], [-0.47, 0.05, 0.77], [0.30, -0.28, -0.70], [-0.88, -0.17, -0.05], [0.78, 0.15, 0.51], [-0.02, 0.38, 0.15], [-0.14, 0.00, 0.25], [-0.19, 0.15, -0.20], [-0.07, -0.20, -0.10], [0.35, 0.05, -0.19]], "mulliken_charge": [-0.22, 0.47, -0.87, -1.23, -0.88, 0.51, 0.47, 0.43, 1.36, 0.99, 0.26, -1.05, 0.36, 0.66, -1.36, 0.44, 1.81, 2.38, 1.99, 2.10, -1.55, 0.28, 0.52, 0.19, -1.92, 0.35, 0.36, 0.48, -1.49, 0.63, 0.34, -0.33, -1.64, 0.07, 0.53, 0.23, -1.60, -0.13, 0.20, 0.74, -1.86, 0.29, 0.54, 0.31, -1.60, 0.51, 0.07, 0.31, -1.52, 0.39, 0.09, 0.55, -1.75, 0.53, 0.24, 0.35, -1.86, 0.33, 0.61, 0.21, -1.54, 0.19, 0.54, 0.21, -1.89, 0.33, 0.33, 0.51, 0.08, 0.16, -0.20, -0.06, 0.60, 0.28, -0.40, 0.03, -0.80, 0.38, -0.91, 0.55, -0.47, 0.42, 0.42, 0.42, -0.35, 0.40, 0.10, -0.43, -0.55, -0.35, -0.57, 0.12, 0.48, 0.41, 0.46, 0.48], "total_charge": 1, "spin_multiplicity": 1, "lumo_energy_ev": -3.00}


{"formula": "C36H53CsF6N7O5S3SbSi3", "method": "ωB97M-V/def2-TZVPD", "elements": ["Cs", "C", "O", "C", "C", "C", "C", "C", "C", "C", "N", "C", "C", "N", "C", "C", "C", "C", "N", "C", "C", "N", "C", "C", "C", "C", "H", "H", "H", "H", "H", "H", "H", "H", "H", "H", "H", "H", "H", "H", "F", "C", "F", "F", "S", "O", "O", "N", "S", "O", "O", "C", "F", "F", "F", "C", "N", "C", "C", "S", "N", "C", "C", "H", "H", "H", "H", "H", "H", "H", "H", "H", "H", "H", "H", "C", "Si", "C", "C", "Sb", "Si", "C", "C", "C", "Si", "C", "C", "C", "H", "H", "H", "H", "H", "H", "H", "H", "H", "H", "H", "H", "H", "H", "H", "H", "H", "H", "H", "H", "H", "H", "H", "H", "H", "H", "H"], "coordinates": [[2.212, -0.032, 1.582], [-12.537, -0.854, 1.435], [-11.791, 0.339, 1.268], [-10.442, 0.257, 1.374], [-9.742, -0.917, 1.635], [-8.359, -0.886, 1.725], [-7.653, 0.299, 1.559], [-8.369, 1.467, 1.293], [-9.745, 1.452, 1.201], [-6.191, 0.283, 1.674], [-5.458, -0.791, 1.845], [-4.163, -0.337, 1.909], [-4.115, 1.025, 1.774], [-5.427, 1.418, 1.622], [-2.906, 1.783, 1.818], [-2.830, 3.176, 1.691], [-1.606, 3.788, 1.753], [-0.472, 2.990, 1.935], [-0.514, 1.679, 2.054], [-1.708, 1.065, 2.006], [-1.742, -0.397, 2.158], [-0.571, -1.028, 2.350], [-0.578, -2.338, 2.469], [-1.737, -3.122, 2.409], [-2.939, -2.490, 2.228], [-2.958, -1.095, 2.101], [-13.580, -0.576, 1.316], [-12.387, -1.278, 2.431], [-12.271, -1.596, 0.679], [-10.258, -1.856, 1.770], [-7.805, -1.792, 1.929], [-7.859, 2.411, 1.142], [-10.304, 2.354, 0.993], [-5.767, 2.356, 1.524], [-3.731, 3.763, 1.551], [-1.508, 4.862, 1.667], [0.511, 3.448, 1.981], [0.391, -2.811, 2.600], [-1.669, -4.198, 2.498], [-3.872, -3.034, 2.172], [6.803, -0.582, 0.614], [6.454, -1.726, -0.001], [6.947, -1.677, -1.253], [7.081, -2.726, 0.635], [4.587, -1.976, -0.025], [4.193, -0.624, -0.543], [4.355, -2.056, 1.448], [1.722, -1.457, -2.521], [0.821, -1.509, -1.284], [0.294, -0.201, -0.872], [1.287, -2.374, -0.221], [-0.684, -2.428, -1.833], [-0.406, -3.717, -2.026], [-1.644, -2.339, -0.906], [-1.178, -1.944, -2.981], [3.056, -3.310, 4.154], [2.936, -2.189, 5.084], [1.772, -2.283, 5.949], [3.483, -0.964, 4.819], [2.641, 0.458, 5.187], [4.712, -0.958, 4.270], [5.645, -2.072, 4.349], [5.300, 0.255, 3.735], [2.050, -3.632, 3.873], [3.561, -4.164, 4.612], [3.578, -3.020, 3.246], [1.703, -3.313, 6.303], [0.850, -2.023, 5.419], [1.873, -1.615, 6.799], [5.329, -2.773, 5.117], [6.620, -1.673, 4.634], [5.737, -2.578, 3.387], [4.524, 0.967, 3.471], [5.885, -0.008, 2.854], [5.947, 0.737, 4.474], [4.738, -1.051, -5.261], [2.972, -0.498, -5.471], [2.844, 0.862, -6.747], [1.826, -1.914, -5.835], [2.166, 0.352, -3.189], [0.091, 1.905, -3.304], [-1.519, 0.989, -3.429], [0.106, 2.979, -1.780], [0.303, 2.925, -4.863], [3.983, 1.871, -2.145], [3.759, 3.269, -3.391], [5.734, 1.263, -2.246], [3.539, 2.585, -0.472], [5.053, -1.599, -6.154], [4.853, -1.710, -4.399], [5.408, -0.199, -5.136], [3.267, 0.511, -7.692], [3.393, 1.757, -6.451], [1.807, 1.147, -6.929], [2.123, -2.411, -6.763], [0.795, -1.574, -5.943], [1.856, -2.636, -5.018], [-1.762, 0.488, -2.494], [-1.529, 0.252, -4.231], [-2.294, 1.732, -3.642], [0.080, 2.353, -0.887], [-0.794, 3.601, -1.785], [0.970, 3.643, -1.734], [0.118, 2.309, -5.745], [1.291, 3.375, -4.967], [-0.436, 3.731, -4.863], [3.879, 2.943, -4.427], [4.522, 4.029, -3.199], [2.784, 3.750, -3.295], [5.859, 0.427, -2.932], [6.055, 0.923, -1.265], [6.376, 2.085, -2.576], [2.461, 2.640, -0.314], [3.935, 3.604, -0.433], [4.001, 2.005, 0.326]], "forces_ev_per_angstrom": [[-0.21, 0.22, 0.49], [0.01, 0.00, 0.01], [0.00, 0.01, 0.00], [0.00, -0.02, 0.00], [0.00, 0.00, 0.00], [0.00, -0.01, 0.00], [0.03, 0.01, 0.01], [0.00, -0.01, -0.01], [0.01, 0.00, 0.00], [-0.07, 0.01, 0.00], [0.03, 0.03, -0.02], [0.03, -0.08, 0.01], [-0.03, 0.08, 0.03], [0.06, -0.04, -0.01], [0.01, 0.06, -0.04], [-0.07, -0.03, 0.00], [0.07, 0.06, 0.02], [-0.05, -0.04, -0.02], [-0.02, 0.07, -0.03], [0.01, -0.13, 0.03], [0.12, 0.03, -0.02], [-0.12, -0.09, 0.03], [0.02, -0.03, -0.06], [0.01, 0.05, 0.04], [-0.03, -0.01, -0.01], [-0.06, 0.04, -0.02], [0.00, 0.00, 0.00], [0.00, 0.00, 0.00], [0.00, 0.00, 0.00], [0.00, 0.00, 0.00], [-0.01, 0.00, 0.00], [0.00, 0.00, 0.00], [0.00, 0.00, 0.00], [0.00, 0.00, 0.00], [0.00, 0.00, 0.00], [0.00, -0.01, -0.01], [0.01, 0.01, 0.02], [-0.04, -0.01, -0.04], [0.00, 0.00, 0.00], [0.00, 0.00, 0.00], [0.01, 0.04, 0.00], [0.05, 0.00, -0.01], [0.00, 0.02, -0.04], [-0.03, -0.06, 0.02], [0.07, -0.05, -0.05], [0.03, 0.06, -0.15], [0.08, -0.07, -0.11], [-0.03, -0.06, 0.04], [0.00, -0.24, -0.03], [0.02, -0.08, 0.03], [-0.03, 0.27, 0.01], [0.01, -0.06, 0.00], [0.02, -0.04, 0.00], [-0.03, 0.01, 0.03], [0.00, 0.05, -0.03], [0.00, -0.01, -0.05], [0.00, 0.01, 0.05], [0.00, 0.00, 0.00], [-0.17, -0.01, 0.15], [0.10, -0.02, -0.04], [0.00, 0.07, -0.08], [0.02, 0.01, 0.04], [0.04, 0.00, -0.04], [0.01, -0.01, 0.00], [0.01, 0.00, -0.01], [0.01, 0.00, 0.00], [0.00, 0.01, 0.00], [0.01, 0.00, -0.01], [0.01, 0.01, 0.00], [-0.01, -0.01, 0.01], [0.00, 0.00, -0.01], [0.01, -0.01, 0.01], [-0.01, 0.00, 0.00], [0.00, 0.00, 0.00], [0.00, -0.03, 0.02], [0.03, -0.01, -0.01], [-0.03, 0.05, 0.01], [0.03, 0.01, -0.02], [-0.03, -0.03, -0.03], [0.03, 0.13, -0.04], [0.02, -0.04, -0.02], [-0.04, -0.02, 0.02], [-0.03, 0.02, 0.01], [0.03, 0.03, -0.01], [-0.01, 0.02, 0.01], [0.00, 0.01, -0.01], [0.05, 0.02, -0.03], [0.01, -0.12, -0.02], [0.02, 0.00, 0.01], [-0.01, 0.00, 0.00], [0.01, -0.01, 0.00], [-0.01, 0.01, -0.01], [0.01, 0.00, -0.01], [-0.01, 0.00, -0.01], [-0.01, -0.01, 0.00], [0.00, -0.01, 0.00], [-0.01, 0.00, 0.00], [0.00, -0.01, 0.00], [0.00, 0.00, 0.00], [-0.01, -0.01, 0.00], [0.00, 0.00, 0.00], [0.00, 0.01, 0.01], [0.00, 0.01, 0.01], [-0.01, 0.00, -0.01], [-0.01, 0.01, 0.00], [0.00, 0.00, -0.01], [0.01, 0.00, 0.00], [0.00, 0.01, 0.00], [0.00, 0.02, -0.02], [-0.01, -0.01, -0.01], [0.02, -0.01, 0.03], [0.00, -0.02, -0.01], [0.04, -0.01, 0.03], [0.00, 0.00, 0.03], [0.02, 0.01, -0.03]], "mulliken_charge": [0.78, -0.84, -0.47, 0.97, -0.43, -0.85, 0.27, -0.44, -0.75, 0.25, -0.83, 0.94, -0.11, -0.09, 0.82, -0.83, -0.88, -0.54, 0.20, -0.19, -0.14, 0.20, -0.39, -1.03, -1.03, 0.70, 0.24, 0.34, 0.34, 0.39, 0.46, 0.26, 0.42, 0.18, 0.38, 0.46, 0.46, 0.40, 0.51, 0.53, -0.24, 0.48, -0.24, -0.24, -0.07, -0.82, -0.24, -0.39, 0.44, -0.60, -0.63, -0.03, -0.19, -0.09, -0.19, -0.88, 0.20, -1.20, 0.02, -0.20, 0.41, -1.21, -0.93, 0.46, 0.33, 0.24, 0.38, 0.33, 0.43, 0.40, 0.43, 0.28, 0.33, 0.24, 0.33, -1.13, 0.55, -1.07, -1.10, 0.53, 0.83, -1.09, -0.33, -1.12, 1.22, -1.18, -0.99, -0.15, 0.45, 0.34, 0.30, 0.42, 0.30, 0.26, 0.41, 0.32, 0.30, 0.12, 0.30, 0.43, -0.42, 0.49, 0.35, 0.25, 0.34, 0.39, 0.20, 0.49, 0.19, 0.14, 0.11, 0.43, -0.30, 0.44, -0.01], "spin_multiplicity": 1, "lumo_energy_ev": 0.06}